Below is 3 unconnected molecules or ions with the total composition C2H11N3O2, with properties calculated with ωB97M-V with the def2-TZVPD basis set.

* SMILES: [H]/N=C(\N)NC.O.O
* DFT total energy: -10816.9703 eV
* highest occupied orbital energy: -8.347 eV
* frontier orbital gap: 9.2 eV

```
18
Properties=species:S:1:pos:R:3:forces:R:3
H 2.417 -1.052 2.001 -0.254 -0.480 0.996
N 1.520 -0.778 1.636 -0.248 0.254 -1.194
C 1.060 0.329 2.068 0.979 -0.034 -0.360
N 1.347 0.909 3.285 0.110 -0.397 -0.918
N 0.281 1.176 1.286 -1.227 0.859 0.678
C -0.560 0.829 0.165 1.431 -0.647 -0.868
H 0.868 1.762 3.482 0.216 0.183 0.583
H 2.060 0.473 3.843 -0.193 0.421 0.240
H 0.695 2.089 1.200 -0.039 0.056 0.270
H -0.885 -0.200 0.282 -0.455 0.127 0.052
H 0.031 0.840 -0.761 -0.002 -0.196 -0.045
H -1.345 1.558 -0.022 -0.309 -0.172 0.589
O -4.384 1.851 -5.430 -0.311 0.259 -0.144
H -4.543 1.067 -4.900 0.207 -0.083 0.039
H -3.437 1.941 -5.547 0.106 -0.178 0.106
O 1.759 -3.943 -1.063 -0.085 -0.319 0.121
H 1.723 -4.087 -0.111 0.047 0.292 0.033
H 1.391 -4.763 -1.410 0.027 0.055 -0.180
```
Positions in Å, forces in eV/Å.

---

Below is 3 unconnected molecules or ions with the total composition C2H11N3O2, with properties calculated with ωB97M-V with the def2-TZVPD basis set.

* SMILES: [H]/N=C(\N)NC.O.O
* DFT total energy: -10816.5276 eV
* highest occupied orbital energy: -8.809 eV
* frontier orbital gap: 9.2 eV

```
18
Properties=species:S:1:pos:R:3:forces:R:3
H 0.193 1.139 2.142 0.293 0.349 -1.277
N 0.521 0.581 1.337 -2.495 -2.299 -2.173
C -0.308 0.513 0.252 2.076 3.868 3.952
N -0.978 1.713 -0.137 -0.609 -0.814 1.646
N -0.509 -0.573 -0.519 2.248 -1.412 -1.160
C 0.670 -1.531 -0.501 1.240 -0.265 0.789
H -0.840 2.003 -1.067 -0.005 0.128 -1.312
H -0.841 2.511 0.499 0.165 -1.002 -0.448
H -0.834 -0.397 -1.476 0.149 0.091 0.696
H 0.833 -1.912 0.588 -0.029 1.285 -1.962
H 1.633 -1.097 -1.025 -1.805 -0.392 1.610
H 0.533 -2.466 -1.044 -0.941 0.256 -0.269
O -3.575 0.333 -1.071 -1.896 0.705 1.172
H -3.094 -0.029 -1.776 1.181 -0.733 -1.180
H -2.999 0.546 -0.338 0.488 0.057 -0.107
O 3.444 -0.119 1.193 -2.048 -0.422 0.110
H 2.464 -0.293 1.312 0.675 1.410 -0.528
H 3.687 -0.923 1.629 1.313 -0.808 0.441
```
Positions in Å, forces in eV/Å.

---

Below is a molecular structure, C2H11N4, with properties calculated with ωB97M-V with the def2-TZVPD basis set.

* DFT total energy: -8203.1682 eV
* net charge: +1
* highest occupied orbital energy: -13.883 eV
* frontier orbital gap: 10.8 eV

```
17
Properties=species:S:1:pos:R:3:forces:R:3
C -0.621 1.642 -0.014 -1.721 0.090 2.420
C 1.287 0.222 -0.211 0.241 -0.426 0.547
N 1.645 -1.186 0.108 0.185 1.204 1.291
N -1.736 -1.070 -0.291 -2.939 0.578 0.986
N 0.052 0.414 0.566 0.243 3.522 -0.734
N -0.701 -0.769 0.665 -1.901 0.717 0.861
H -1.028 1.338 -0.980 -0.599 0.320 0.128
H -1.441 2.008 0.812 1.848 -0.822 -2.464
H 0.044 2.516 -0.249 -0.105 -1.157 0.772
H 1.198 0.484 -1.282 -0.229 -0.923 0.113
H 2.058 0.893 0.129 0.056 0.291 0.530
H 2.491 -1.319 0.705 -1.035 0.305 -0.635
H 1.749 -1.662 -0.737 0.344 -1.431 -1.377
H -2.694 -0.525 -0.159 2.838 -1.202 0.312
H -1.521 -0.872 -1.231 1.060 0.070 -1.257
H 0.496 -1.360 0.610 0.108 -1.057 -0.372
H -1.276 -0.754 1.562 1.607 -0.081 -1.120
```
Positions in Å, forces in eV/Å.

---

Below is 2 unconnected molecules or ions with the total composition C2H11N5O, with properties calculated with ωB97M-V with the def2-TZVPD basis set.

* DFT total energy: -11745.4056 eV
* highest occupied orbital energy (spin up / spin down): -8.346 / -8.352 eV
* frontier orbital gap (spin up / spin down): 7.2 / 7.3 eV

```
19
Properties=species:S:1:pos:R:3:forces:R:3
C -1.934 2.019 0.103 0.284 0.077 -0.137
N 0.182 -0.535 0.890 -0.832 0.462 -0.732
N -1.704 0.600 0.000 0.094 0.358 -0.794
N 0.317 -1.785 1.470 0.254 -0.145 0.084
H 0.420 0.211 1.536 0.247 -0.209 -0.082
H -1.878 0.192 0.918 0.565 0.001 0.001
H 1.256 -1.944 1.834 0.017 -0.079 -0.157
H 0.099 -2.470 0.750 0.192 0.081 0.182
H -3.001 2.139 0.356 0.116 -0.097 -0.011
H -1.718 2.493 -0.850 -0.087 0.020 0.020
H -1.347 2.522 0.880 -0.090 -0.071 -0.007
C 0.769 -0.192 -0.472 0.254 -0.972 0.775
N 2.212 -0.049 -0.251 -0.059 0.252 -0.306
N 0.478 -1.347 -1.327 -0.029 -0.023 0.293
O 0.199 0.946 -0.832 -0.922 0.257 0.953
H 2.578 0.666 -0.865 0.052 -0.040 -0.029
H 2.688 -0.925 -0.430 -0.076 0.031 -0.051
H -0.527 -1.345 -1.479 0.029 0.065 -0.066
H 0.912 -1.194 -2.231 -0.008 0.034 0.064
```
Positions in Å, forces in eV/Å.

---

Below is 3 unconnected molecules or ions with the total composition C2H11NO2, with properties calculated with ωB97M-V with the def2-TZVPD basis set.

* SMILES: CNC.O.O
* DFT total energy: -7837.0340 eV
* highest occupied orbital energy: -8.454 eV
* frontier orbital gap: 9.0 eV

```
16
Properties=species:S:1:pos:R:3:forces:R:3
C 1.513 0.843 1.524 0.378 0.400 -0.104
N 1.412 1.336 0.167 -0.001 -0.230 -0.603
C 1.565 0.285 -0.836 0.943 0.404 0.643
H 2.538 0.496 1.695 -0.140 -0.076 -0.016
H 0.823 0.035 1.772 -0.192 -0.181 0.028
H 1.356 1.682 2.196 -0.117 -0.026 0.205
H 0.543 1.817 0.000 -0.254 0.020 0.225
H 0.889 -0.569 -0.693 -0.088 0.087 -0.254
H 1.545 0.720 -1.828 -0.566 -0.035 -0.234
H 2.599 -0.060 -0.751 -0.027 -0.388 0.103
O -2.218 0.567 -0.040 -0.163 0.133 0.044
H -2.694 -0.074 -0.583 0.189 -0.144 0.114
H -2.684 0.548 0.805 0.112 -0.004 -0.101
O -2.444 -2.378 -0.800 -0.364 0.058 -0.020
H -1.624 -2.423 -1.300 -0.029 -0.059 -0.076
H -3.120 -2.823 -1.328 0.318 0.042 0.045
```
Positions in Å, forces in eV/Å.

---

Below is 3 unconnected molecules or ions with the total composition C2H11NO2S, with properties calculated with ωB97M-V with the def2-TZVPD basis set.

* SMILES: NCCS.O.O
* DFT total energy: -18671.5966 eV
* highest occupied orbital energy: -8.969 eV
* frontier orbital gap: 9.7 eV

```
17
Properties=species:S:1:pos:R:3:forces:R:3
N -2.250 1.163 -0.252 1.251 3.020 1.438
C -1.299 0.141 -0.130 -0.177 -1.488 -0.036
C -0.807 -0.220 -1.550 -0.545 -0.208 -0.635
S 0.616 -1.323 -1.261 -0.062 0.089 -0.216
H -1.867 2.139 -0.241 -1.289 -1.620 -0.364
H -3.151 0.926 -0.562 -0.886 0.269 -0.413
H -1.821 -0.705 0.422 1.011 0.489 -0.795
H -0.405 0.437 0.473 -0.914 0.006 -0.468
H -1.582 -0.714 -2.212 0.641 0.187 1.128
H -0.674 0.760 -2.077 0.825 -0.851 0.559
H 1.247 -1.279 -2.433 0.024 0.076 -0.187
O 2.688 -1.581 1.714 -2.170 -1.605 2.768
H 2.045 -1.330 1.052 0.017 0.158 -0.742
H 2.045 -2.001 2.427 2.230 1.147 -2.062
O 1.933 1.216 1.207 0.131 1.198 0.514
H 1.298 0.543 1.447 0.004 -0.082 0.298
H 1.985 1.828 1.976 -0.090 -0.785 -0.784
```
Positions in Å, forces in eV/Å.

---

Below is 3 unconnected molecules or ions with the total composition C2H11NO2S2, with properties calculated with ωB97M-V with the def2-TZVPD basis set.

* DFT total energy: -29505.8705 eV
* net charge: -1
* ⟨S²⟩: 0.7529
* spin multiplicity: 2
* highest occupied orbital energy (spin up / spin down): 0.454 / -3.972 eV
* frontier orbital gap (spin up / spin down): 2.5 / 6.9 eV

```
18
Properties=species:S:1:pos:R:3:forces:R:3
N -1.119 0.958 -0.381 -1.159 -0.675 0.385
C -1.281 -0.495 0.118 0.079 -0.197 -2.245
C -0.304 -0.738 1.216 -0.046 0.415 -1.169
S -0.524 0.721 2.404 -2.415 -2.049 -0.877
S 1.459 0.797 2.954 3.155 1.821 0.426
H -1.503 1.087 -1.303 -0.134 -0.501 -0.655
H -1.759 1.580 0.189 1.104 -1.271 -0.309
H -2.256 -0.566 0.457 -2.060 -0.185 1.072
H -1.260 -1.449 -0.623 0.516 2.741 0.720
H -0.483 -1.800 1.473 0.069 0.649 1.154
H 0.646 -0.777 0.644 0.155 0.601 1.035
H 1.571 -0.441 3.276 0.202 -1.598 0.706
H 0.259 2.443 -1.181 0.407 0.183 -0.354
H 0.922 1.215 -1.104 0.229 -0.839 0.389
O 1.024 2.018 -1.606 -0.094 0.849 -0.267
H 2.114 -2.013 -2.126 -1.590 -0.089 0.593
H 1.319 -0.853 -2.415 -0.595 1.433 -0.404
O 1.176 -1.686 -1.995 2.178 -1.289 -0.201
```
Positions in Å, forces in eV/Å.

---

Below is 4 unconnected molecules or ions with the total composition C2H11NO3, with properties calculated with ωB97M-V with the def2-TZVPD basis set.

* DFT total energy: -9882.2559 eV
* net charge: -1
* ⟨S²⟩: 0.7511
* spin multiplicity: 2
* highest occupied orbital energy (spin up / spin down): 1.074 / -4.820 eV
* frontier orbital gap (spin up / spin down): 2.7 / 8.5 eV

```
17
Properties=species:S:1:pos:R:3:forces:R:3
C 2.788 1.310 -0.092 -2.283 -3.896 -1.889
C 2.902 -0.084 0.241 -2.379 4.581 -2.020
N 1.984 -1.173 0.077 0.326 0.470 -2.827
H 2.149 1.829 -0.938 0.910 -1.660 2.013
H 3.355 1.996 0.432 1.613 1.107 0.962
H 3.714 -0.313 0.841 1.243 -0.477 1.347
H 1.222 -0.961 -0.677 1.781 -0.325 1.608
H 2.620 -1.902 -0.354 -1.143 0.200 0.703
H 0.281 -0.127 0.965 -2.307 -0.380 0.196
H -1.024 0.769 0.913 0.479 -1.094 0.163
O -0.751 -0.181 1.035 1.707 1.577 -0.108
H -2.494 -0.934 0.760 0.694 0.282 0.103
H -3.458 -1.987 0.469 -0.645 -2.822 0.287
O -3.325 -1.096 0.301 0.062 2.528 -0.448
H -2.434 0.626 -0.835 0.494 0.881 -1.083
H -2.633 1.292 -2.212 -0.469 -0.110 -0.606
O -2.090 1.348 -1.437 -0.084 -0.863 1.600
```
Positions in Å, forces in eV/Å.

---

Below is 4 unconnected molecules or ions with the total composition C2H11NO3, with properties calculated with ωB97M-V with the def2-TZVPD basis set.

* SMILES: C=CN.O.O.O
* DFT total energy: -9884.2867 eV
* highest occupied orbital energy: -8.323 eV
* frontier orbital gap: 9.1 eV

```
17
Properties=species:S:1:pos:R:3:forces:R:3
C -1.647 0.338 1.099 -0.612 0.053 -0.970
C -1.987 -0.331 -0.085 0.396 0.155 2.176
N -1.496 -0.130 -1.345 -0.768 -0.573 -0.454
H -1.143 1.311 1.018 0.020 -0.565 -0.037
H -2.013 0.154 2.161 0.122 -0.294 -1.983
H -2.642 -1.194 -0.002 0.042 -0.004 -0.019
H -0.919 0.669 -1.497 0.461 0.577 -0.096
H -1.852 -0.615 -2.187 0.198 0.522 1.419
O 0.905 -1.396 1.574 0.807 0.255 -1.951
H 1.036 -1.655 2.475 -0.923 0.133 0.577
H 0.047 -1.055 1.235 0.103 -0.241 1.372
O 2.642 -0.245 -0.399 0.846 1.240 -1.120
H 2.182 -0.437 0.391 -0.868 -0.380 2.043
H 2.372 -0.974 -0.930 -0.085 -0.972 -0.948
O 0.610 1.847 -0.960 1.554 -1.468 1.296
H 1.316 1.125 -1.075 -0.999 1.284 -0.033
H 0.646 1.882 0.032 -0.294 0.279 -1.272
```
Positions in Å, forces in eV/Å.

---

Below is 4 unconnected molecules or ions with the total composition C2H11NO4, with properties calculated with ωB97M-V with the def2-TZVPD basis set.

* SMILES: NCC=O.O.O.O
* DFT total energy: -11931.7482 eV
* highest occupied orbital energy: -10.122 eV
* frontier orbital gap: 10.4 eV

```
18
Properties=species:S:1:pos:R:3:forces:R:3
N -0.422 -0.957 0.810 -0.625 0.677 1.058
C -0.120 0.486 1.026 -0.535 -1.333 -0.463
C -1.192 1.222 1.793 0.037 0.291 -0.060
O -2.154 0.701 2.294 0.202 0.034 -0.156
H -1.433 -1.016 0.668 0.095 0.016 -0.641
H -0.447 -1.339 1.759 0.504 -0.258 -0.118
H 0.791 0.529 1.609 0.411 0.356 0.028
H 0.059 0.944 0.047 0.050 0.248 0.270
H -1.031 2.319 1.874 -0.057 -0.043 0.070
O -1.605 -3.691 0.380 0.301 -0.012 -0.166
H -1.755 -3.654 -0.573 -0.022 -0.025 0.173
H -0.663 -3.482 0.471 -0.318 0.027 -0.033
O 1.414 2.946 -1.682 -0.137 -0.248 -0.111
H 1.968 3.566 -1.201 -0.062 0.062 0.064
H 0.506 3.108 -1.404 0.153 0.165 0.016
O 2.411 -0.637 -2.692 -0.272 0.170 -0.091
H 1.894 0.131 -2.974 0.228 -0.112 0.112
H 1.780 -1.176 -2.205 0.048 -0.014 0.048
```
Positions in Å, forces in eV/Å.

---

Below is 4 unconnected molecules or ions with the total composition C2H11O3S, with properties calculated with ωB97M-V with the def2-TZVPD basis set.

* DFT total energy: -19231.5817 eV
* net charge: -1
* highest occupied orbital energy: -3.568 eV
* frontier orbital gap: 7.4 eV

```
17
Properties=species:S:1:pos:R:3:forces:R:3
C -1.200 0.460 -1.761 -2.168 -0.571 0.447
C -0.926 -0.083 -0.355 2.240 0.121 -0.554
S 0.720 0.673 0.209 -0.819 -0.165 -0.233
H -1.010 1.529 -1.835 0.462 -0.163 -0.196
H -0.706 -0.190 -2.469 0.698 0.437 -0.364
H -2.278 0.334 -2.039 0.396 0.057 0.277
H -1.716 0.015 0.377 -0.215 0.277 0.062
H -0.624 -1.127 -0.435 -0.635 -0.222 0.044
H -1.176 1.908 2.521 -0.297 -0.299 0.954
H -0.647 1.994 1.173 0.685 0.861 0.225
O -0.881 2.593 1.935 -0.378 -0.117 -0.817
H 2.377 -2.133 -0.778 -0.093 -0.365 1.385
H 1.918 -0.746 -1.322 -0.291 0.292 0.836
O 2.281 -1.611 -1.547 0.347 0.035 -2.196
H 1.852 -1.524 1.690 -0.298 0.135 0.236
H 0.787 -0.629 2.205 0.049 0.130 -0.325
O 1.230 -1.463 2.431 0.317 -0.443 0.219
```
Positions in Å, forces in eV/Å.

---

Below is 4 unconnected molecules or ions with the total composition C2H11O3S, with properties calculated with ωB97M-V with the def2-TZVPD basis set.

* DFT total energy: -19230.6506 eV
* net charge: -1
* highest occupied orbital energy: -3.275 eV
* frontier orbital gap: 6.6 eV

```
17
Properties=species:S:1:pos:R:3:forces:R:3
C -0.131 -0.497 1.852 -1.069 -2.526 -0.990
C -0.158 -0.331 0.363 -0.451 -2.241 -2.229
S 1.277 -1.156 -0.585 -0.885 0.622 0.704
H -0.684 0.297 2.337 0.347 0.096 0.681
H 0.937 -0.612 1.990 0.034 0.080 1.372
H -0.723 -1.499 1.935 1.432 1.609 0.870
H -0.165 0.682 0.062 -0.227 1.303 -0.531
H -1.075 -0.872 -0.024 0.681 1.063 0.104
H -0.420 -1.590 -2.771 2.596 -2.104 0.902
H -1.159 -0.500 -2.575 -0.712 0.566 -0.446
O -1.112 -1.202 -3.241 -1.715 1.550 -0.333
H -1.947 1.135 1.123 0.857 -0.541 -0.820
H -2.972 2.220 0.810 -0.921 2.152 -2.813
O -2.670 1.648 1.438 -0.025 -1.598 3.548
H 1.082 1.953 0.692 0.697 -0.143 -0.034
H 2.494 1.423 0.492 0.756 -2.060 -0.909
O 2.024 2.159 0.802 -1.396 2.171 0.923
```
Positions in Å, forces in eV/Å.

---

> The lowest DFT total energy belongs to which entry?

C2H11NO2S2

---

> Among the records above, which one has the lowest DFT total energy?

C2H11NO2S2

---

> Among the records above, which one has the lowest DFT total energy?

C2H11NO2S2

---

> Which value of DFT total energy does entry 1 give?

-10816.9703 eV